# C6H15NO3

A cluster of 2 separate species, C6H15NO3 in total in a non-equilibrium geometry (the ωB97M-V functional and the def2-TZVPD basis, the Open Molecules 2025 dataset).

Geometry as ORCA input:
```
! wB97M-V def2-TZVPD RIJCOSX def2/J DEFGRID3
* xyz 0 1
C -0.12517 -0.31626 -4.66520
C -0.38856 0.37493 -3.33248
C 0.26998 -0.34771 -2.17446
O -0.02361 0.32283 -0.96905
C 0.64703 -0.20826 0.14066
C 0.20079 0.56814 1.37641
C 0.97126 0.16149 2.60959
O 1.86914 0.80860 3.09407
O 0.68685 -1.07197 3.14230
H -0.59051 0.23704 -5.49211
H 0.95326 -0.38607 -4.87023
H -0.53487 -1.33692 -4.67077
H -0.01200 1.40832 -3.36131
H -1.47129 0.43382 -3.14499
H -0.09009 -1.39210 -2.11717
H 1.36520 -0.38642 -2.32433
H 0.41684 -1.28460 0.25011
H 1.74064 -0.11718 0.00565
H 0.37183 1.63864 1.21435
H -0.87380 0.41159 1.54710
H -0.04465 -1.50135 2.68146
N -1.32312 0.78253 5.26127
H -2.28362 0.45489 5.28894
H -0.83335 0.42642 6.07881
H -0.89819 0.31962 4.43136
*
```

Properties
Energy relative to the best compared isomer or geometry (same formula, charge and spin) ... 89.5 kJ/mol
HOMO-LUMO gap ... 10.523 eV
LUMO energy ... 0.46 eV
SMILES ... CCCOCCC(=O)O.N
Total energy ... -14097.841 eV